{"formula": "C34H66BClIN2O26PS5", "method": "wB97M-V/def2-TZVPD", "orbital_gap_ev": 7.26, "e_homo_ha": -0.26300, "smiles": "C#C[C@@](O[C@H](Cl)I)(B(O)O)[C@H](CCCCN(C)C(C)=O)N(CCCCCCCCCCOC)P(C)O.O=S1(=O)OCCO1.O=S1(=O)OCCO1.O=S1(=O)OCCO1.O=S1(=O)OCCO1.O=S1(=O)OCCO1", "lumo_ev": 0.1, "symbols": ["C", "S", "H", "C", "C", "Cl", "O", "C", "H", "H", "C", "O", "C", "H", "H", "C", "H", "S", "P", "O", "H", "H", "H", "C", "O", "C", "H", "C", "H", "C", "O", "H", "O", "C", "H", "O", "O", "O", "N", "C", "O", "O", "O", "O", "H", "H", "H", "H", "H", "O", "H", "H", "C", "O", "H", "I", "C", "O", "O", "C", "H", "H", "H", "O", "H", "H", "O", "C", "H", "O", "H", "C", "S", "C", "H", "H", "C", "C", "H", "H", "H", "H", "H", "H", "H", "H", "C", "H", "H", "N", "H", "O", "H", "H", "C", "H", "S", "H", "H", "O", "C", "S", "C", "H", "H", "H", "H", "H", "H", "O", "H", "H", "H", "H", "H", "H", "B", "C", "H", "C", "O", "H", "C", "H", "C", "C", "C", "H", "C", "H", "O", "H", "C", "H", "C", "O", "H"], "xyz": [[-4.11, -4.49, -3.94], [-3.71, -2.04, -3.75], [4.17, 2.88, 0.72], [6.09, -0.85, 1.15], [1.52, 1.76, 1.87], [-4.61, -0.98, 3.96], [4.06, 6.61, 0.39], [-4.63, -3.84, -5.22], [5.77, 2.17, 5.22], [1.01, 2.85, -0.14], [-0.01, 1.15, 1.94], [-8.05, 4.90, 0.40], [5.21, -2.29, -0.89], [-5.58, -4.27, -5.54], [-0.37, -2.10, -1.83], [0.65, -1.08, 0.01], [-4.92, -4.64, -3.22], [-9.40, 5.23, 0.76], [-1.99, -1.00, 0.44], [-2.63, -1.33, -4.36], [6.63, 5.84, -0.11], [2.34, 1.52, -0.22], [1.73, -1.12, 0.44], [2.97, -2.82, -2.23], [1.11, -6.31, 1.21], [-6.16, 3.49, 2.14], [-5.91, 4.43, 2.64], [4.41, -2.06, -2.30], [3.03, 3.98, 1.69], [6.15, -1.03, -0.48], [-9.49, 6.85, 0.94], [-5.37, 2.38, 3.86], [0.83, -1.28, 5.71], [-1.06, -2.43, 3.55], [4.98, 0.60, -7.07], [-7.49, 3.59, 1.64], [0.11, -7.32, -0.78], [2.94, 0.40, -7.03], [-0.37, -1.31, 1.09], [4.35, 5.40, 0.06], [0.24, 1.09, 5.10], [-4.78, -2.46, -4.91], [1.34, -0.90, -5.64], [-4.45, -1.52, -2.63], [4.46, 3.12, -1.61], [4.47, -2.45, -0.03], [-9.16, 7.59, -0.94], [5.00, -2.48, -3.19], [-1.87, -4.72, 4.01], [5.97, 2.32, 3.09], [4.31, -0.92, -2.42], [1.34, -8.77, -0.03], [0.39, -8.30, 0.22], [-9.28, 1.97, 2.19], [1.18, 1.33, 5.28], [-3.46, 1.36, 5.95], [0.61, -2.16, -1.20], [-7.45, 2.45, 3.80], [-10.33, 5.11, -0.57], [1.90, 2.39, 0.43], [-0.55, 1.79, 2.73], [3.88, 4.73, -2.47], [-11.12, 6.49, -1.90], [-3.20, -3.54, -3.38], [-5.45, 3.31, 1.33], [1.38, -1.55, -3.32], [1.93, -5.64, -1.04], [-3.00, -0.37, 4.69], [5.53, 0.23, 3.35], [-1.95, -0.19, -1.08], [4.83, 3.56, 4.38], [-1.48, -3.65, 3.81], [0.72, -5.89, -0.31], [5.14, 2.45, 4.28], [-3.61, -5.44, -4.13], [5.39, -1.80, -6.88], [-0.88, -0.81, 3.62], [4.21, -0.06, -7.49], [5.65, -0.07, -0.92], [7.26, 0.73, 3.81], [4.26, -0.03, -8.58], [6.46, -1.81, 1.66], [-2.65, -1.21, 5.39], [8.07, 0.24, 1.69], [-0.46, 1.37, 0.89], [1.03, -8.08, 2.29], [-10.95, 6.36, -0.83], [6.21, 4.59, 1.20], [-2.06, -3.58, 0.61], [3.26, 4.47, -0.40], [2.91, -3.39, -1.21], [-9.15, 4.20, 3.38], [0.56, -0.03, -0.50], [1.08, -0.71, 2.54], [3.60, 3.88, -1.74], [2.67, 3.34, -2.16], [2.63, -0.27, -5.58], [1.63, 2.59, 2.68], [6.08, 4.12, -0.58], [-2.13, -0.09, 3.58], [3.13, 3.42, 0.67], [-8.53, 3.06, 2.76], [-0.03, -0.44, 2.26], [4.19, 1.78, 4.26], [-11.92, 6.38, -0.30], [6.83, 1.32, 0.81], [1.43, -1.84, 5.16], [4.99, -0.67, 1.44], [-2.71, -2.99, -1.02], [3.77, -1.42, -5.63], [3.77, -2.18, -7.53], [-0.40, -9.06, 0.23], [2.32, 0.97, 2.11], [-6.17, 1.37, 2.62], [0.70, -3.26, -0.86], [2.85, -3.63, -3.04], [0.12, -0.35, 4.86], [-6.19, 2.33, 3.14], [-10.51, 8.36, -0.06], [-2.71, -2.76, 0.11], [-0.36, -4.94, -0.24], [7.24, -1.15, -0.87], [4.35, -1.47, -6.93], [-0.53, -7.31, 1.91], [0.47, -7.54, 1.53], [6.94, 0.48, 1.59], [5.91, 4.98, 0.15], [-3.90, -3.93, -6.03], [1.80, -1.71, -2.24], [2.21, -0.67, -1.93], [2.99, 0.68, -4.56], [-3.78, -2.87, 0.55], [-10.01, 7.41, -0.27], [5.85, -3.25, -1.02], [6.41, 0.93, 3.06], [-10.08, 4.61, 1.87], [-2.78, -0.38, -1.61]]}


{"formula": "C17H15N3O2", "method": "wB97M-V/def2-TZVPD", "orbital_gap_ev": 8.03, "e_homo_ha": -0.30976, "e_above_lowest_kcal_mol": 123.7, "lumo_ev": -0.4, "symbols": ["C", "C", "H", "H", "C", "H", "C", "H", "H", "H", "H", "C", "C", "H", "H", "C", "H", "C", "H", "C", "C", "O", "C", "C", "H", "C", "C", "N", "N", "H", "C", "H", "C", "N", "H", "O", "C"], "xyz": [[-1.80, 0.89, -1.61], [0.66, -1.63, 3.10], [0.59, 0.49, -3.23], [1.71, -1.38, 5.00], [1.25, -2.78, 2.86], [-1.19, 0.82, 1.70], [0.36, 0.23, 4.66], [0.39, 3.33, -3.96], [2.10, -3.13, 3.36], [0.90, 2.23, -0.73], [-2.77, 1.27, -1.18], [-0.81, -0.85, -0.41], [-0.09, -1.01, 2.13], [0.50, 0.79, 5.53], [-0.92, 1.89, 3.89], [1.13, -3.35, 1.57], [-3.27, -0.62, -2.10], [-2.16, -0.46, -2.23], [2.03, 0.97, -1.53], [-0.49, 0.88, 3.75], [-0.22, -1.60, 0.78], [-0.93, 0.56, -0.54], [1.12, 2.58, -3.55], [0.46, -2.70, 0.57], [-0.99, 2.70, -1.89], [0.96, -0.98, 4.33], [-1.76, -0.59, -3.69], [-0.97, 1.76, -2.35], [-1.48, -0.68, -4.82], [1.85, -4.02, 1.22], [0.42, 1.52, -2.81], [0.46, -3.11, -0.42], [-0.58, 0.31, 2.44], [-1.30, -1.47, -1.43], [1.67, 2.26, -4.37], [1.84, 3.00, -2.40], [1.36, 1.88, -1.68]]}


{"formula": "C22H30N6O3", "method": "wB97M-V/def2-TZVPD", "orbital_gap_ev": 8.36, "e_homo_ha": -0.28361, "e_above_lowest_kcal_mol": 9.0, "smiles": "CCOCCn1c(CN2CCN(c3ccccc3)CC2)nc2c1c(=O)n(C)c(=O)n2C", "lumo_ev": 0.6, "symbols": ["C", "H", "C", "H", "C", "N", "C", "C", "H", "H", "H", "H", "C", "C", "H", "H", "H", "C", "H", "H", "H", "N", "C", "H", "C", "C", "N", "H", "C", "C", "H", "C", "H", "C", "H", "N", "N", "H", "H", "H", "H", "C", "O", "H", "N", "C", "C", "C", "C", "H", "H", "H", "O", "H", "C", "H", "C", "H", "O", "H", "H"], "xyz": [[-0.60, 0.08, 2.25], [6.50, 0.19, 1.38], [-3.70, -4.34, -0.17], [-2.27, 0.27, -2.47], [5.91, 1.09, 1.38], [-1.55, -2.16, 1.81], [-0.84, 2.11, -3.43], [5.69, 3.42, 1.84], [6.10, 4.35, 2.20], [-0.03, -0.49, 3.00], [-3.22, 0.99, -0.44], [0.75, 3.26, 0.29], [-2.41, -4.93, 1.83], [1.49, 2.96, 1.04], [-2.92, -5.87, 1.62], [-1.78, 1.90, -3.97], [-0.72, -0.15, -1.70], [-3.66, -2.02, -1.11], [-1.62, 1.43, 0.24], [1.88, 3.84, 1.53], [0.85, -0.72, 0.25], [0.23, 0.91, 1.40], [1.29, 0.15, 0.75], [1.53, 1.77, 2.85], [3.82, 2.21, 0.89], [-2.38, -2.69, 0.89], [2.54, 2.23, 0.36], [1.21, 1.41, -0.97], [4.62, 1.06, 0.91], [-4.99, -3.80, -2.11], [-1.33, -5.08, 1.77], [0.79, 2.06, 2.07], [-5.20, -2.94, -2.75], [1.97, 1.06, -0.27], [-0.02, 2.62, 2.55], [-4.06, -3.35, -1.08], [-2.12, -0.57, 0.36], [2.74, 0.52, -0.83], [-5.91, -4.16, -1.65], [2.02, -0.22, 1.49], [0.42, 1.61, -5.09], [-1.41, -0.89, 1.46], [-4.05, -1.25, -1.97], [7.47, 2.29, 2.24], [-2.83, -3.97, 0.84], [-2.18, 0.69, -0.34], [-1.53, 0.59, -1.73], [0.29, 1.30, -4.06], [-2.76, -1.73, -0.03], [4.23, 0.11, 0.56], [0.08, 0.24, -4.04], [-0.63, 3.17, -3.50], [-1.02, 1.87, -2.05], [3.84, 4.32, 1.33], [4.40, 3.39, 1.36], [1.22, 1.48, -3.52], [6.46, 2.27, 1.86], [-2.66, -4.57, 2.82], [-4.13, -5.46, -0.26], [-4.54, -4.61, -2.68], [-1.29, 0.75, 2.80]]}


{"formula": "C23H17AsN10O2S6SeSn", "method": "wB97M-V/def2-TZVPD", "orbital_gap_ev": 5.65, "e_homo_ha": -0.07081, "e_above_lowest_kcal_mol": 10.9, "charge": -2, "lumo_ev": 3.7, "symbols": ["H", "H", "N", "N", "H", "C", "S", "C", "N", "S", "C", "S", "As", "O", "H", "C", "H", "N", "H", "Sn", "C", "H", "C", "N", "C", "H", "S", "H", "C", "C", "S", "C", "N", "C", "C", "H", "C", "C", "C", "C", "C", "S", "C", "C", "N", "N", "N", "H", "C", "C", "H", "Se", "H", "H", "N", "H", "H", "O", "H", "C", "C"], "xyz": [[1.26, 0.00, -4.89], [-0.44, -3.79, 3.78], [2.00, -0.99, 1.72], [3.90, -0.42, 0.47], [1.20, -2.44, -5.51], [2.81, 4.35, 2.42], [-5.47, -2.54, 1.10], [1.88, 1.07, -2.54], [2.21, -1.30, -1.96], [3.67, -2.92, 1.57], [2.20, -3.18, 2.44], [-2.89, 0.40, 0.55], [-5.66, -0.60, 1.87], [3.12, 3.47, -1.62], [3.52, 4.72, 0.40], [0.12, -1.83, 2.99], [-2.06, 1.37, 3.06], [1.68, 2.09, 1.30], [1.77, -4.12, -3.74], [-0.30, 0.22, 0.40], [-2.47, 0.00, -2.75], [4.54, -0.88, -0.17], [-4.83, 0.65, -2.42], [-1.25, 0.40, -3.01], [1.53, -0.78, -4.19], [1.93, 3.65, 4.26], [-5.44, -0.59, 3.98], [-6.01, -0.99, -1.73], [1.81, -3.06, -3.54], [3.15, -1.29, 1.20], [-1.76, 2.17, 0.87], [-1.59, -0.50, 3.52], [-3.10, 2.24, -3.06], [2.97, 4.08, 1.07], [-3.50, 1.03, -2.77], [-3.28, 0.49, 3.88], [-0.65, -2.74, 3.62], [1.49, -2.12, -4.51], [-3.96, -1.58, -2.12], [-5.05, -0.64, -2.08], [2.39, 2.93, 0.55], [-2.13, -2.04, 4.14], [1.53, 2.36, 2.60], [2.08, 3.47, 3.20], [2.20, 1.36, -1.27], [-2.74, -1.32, -2.46], [-0.43, -0.56, 2.90], [3.28, 0.22, -0.06], [2.16, -2.59, -2.28], [1.89, -0.41, -2.89], [0.93, 1.64, 3.16], [-1.33, 2.16, -3.29], [2.41, -3.29, -1.48], [-4.18, -2.61, -1.84], [-2.28, 0.63, 3.74], [-5.61, 1.41, -2.39], [1.98, -4.12, 2.91], [1.51, 1.85, -3.43], [3.26, 5.24, 2.85], [2.57, 2.62, -0.93], [1.45, -2.05, 2.41]]}


{"formula": "C16H16N4NiO6SSe", "method": "wB97M-V/def2-TZVPD", "orbital_gap_ev": [6.32, 6.32], "e_homo_ha": [-0.05832, -0.05846], "s2": 2.006, "charge": -2, "spin_multiplicity": 3, "lumo_ev": [4.7, 4.7], "symbols": ["H", "N", "H", "O", "C", "C", "N", "H", "H", "C", "H", "O", "Ni", "N", "C", "H", "C", "O", "C", "H", "N", "S", "C", "H", "C", "C", "C", "H", "C", "H", "H", "C", "C", "O", "C", "O", "H", "H", "O", "H", "C", "H", "H", "C", "Se"], "xyz": [[-0.24, -0.82, 4.42], [-1.33, 0.06, 2.56], [2.66, -1.19, -1.43], [0.29, -0.54, -2.17], [-3.10, -2.84, -1.18], [-2.19, 0.71, 1.83], [-0.31, -0.48, 1.89], [1.48, -0.42, 4.35], [3.05, -2.10, 3.34], [-0.72, -3.59, -4.77], [5.03, -2.49, 1.90], [0.89, 1.47, 0.01], [-0.06, -0.27, -0.13], [-3.13, 1.43, 2.53], [-0.03, -1.50, -2.93], [4.87, -1.93, -0.54], [-1.33, -3.51, -3.53], [0.45, 2.88, 2.28], [2.99, -1.94, 2.28], [1.24, -0.82, -4.53], [1.72, -1.26, 0.39], [-2.31, 0.75, 0.11], [2.79, -1.41, -0.38], [-0.96, -4.40, -5.45], [0.53, -1.59, -4.25], [4.10, -2.13, 1.47], [-1.64, -2.46, -1.30], [-3.52, -2.24, -0.37], [1.82, -1.44, 1.71], [0.70, -2.65, -6.08], [-3.21, -3.90, -0.92], [4.01, -1.84, 0.12], [-1.00, -2.52, -2.61], [-1.05, -2.09, -0.30], [0.66, -1.04, 2.52], [2.65, 1.36, 2.06], [-3.55, 2.14, 1.96], [-2.07, -4.26, -3.25], [2.39, 3.56, 0.57], [-3.63, -2.64, -2.11], [0.72, -1.12, 4.01], [0.97, -2.13, 4.36], [-2.74, 1.80, 3.39], [0.22, -2.61, -5.11], [1.60, 2.33, 1.26]]}


{"formula": "C22H23N5O4W", "method": "wB97M-V/def2-TZVPD", "orbital_gap_ev": [6.32, 6.16], "e_homo_ha": [-0.52975, -0.53026], "s2": 2.012, "e_above_lowest_kcal_mol": 12.9, "charge": 2, "spin_multiplicity": 3, "lumo_ev": [-8.1, -8.3], "symbols": ["C", "C", "H", "C", "C", "N", "H", "H", "H", "H", "H", "H", "O", "N", "H", "C", "H", "N", "C", "H", "H", "H", "H", "C", "C", "C", "N", "H", "C", "C", "C", "N", "C", "C", "H", "H", "C", "H", "O", "C", "H", "H", "C", "H", "C", "O", "W", "C", "H", "C", "C", "C", "H", "H", "O"], "xyz": [[-0.87, -3.67, 2.90], [0.19, 2.53, -2.93], [1.01, 3.79, 0.94], [0.00, 2.02, 0.87], [-4.70, -1.60, 0.06], [-0.11, -2.01, 1.27], [-3.51, -3.66, 2.46], [-2.49, 2.77, -3.12], [-5.67, -3.00, 1.37], [5.90, -2.79, 2.97], [7.27, -1.91, 1.10], [3.72, -0.76, -0.99], [0.10, 4.91, -1.10], [0.32, 3.26, 0.44], [-3.44, -0.32, -1.09], [3.44, -1.71, 0.92], [-4.05, 4.18, -1.81], [-2.33, -1.39, 0.28], [-1.19, 1.55, -1.09], [-1.77, 4.36, -2.86], [1.87, 2.00, -1.61], [1.12, 0.62, -2.45], [3.44, -2.67, 2.85], [-4.74, -2.55, 1.07], [4.21, -1.20, -0.13], [-3.49, -1.05, -0.31], [1.20, -2.28, 1.65], [-1.07, -4.67, 2.50], [-3.54, -2.91, 1.68], [2.00, -1.66, 0.84], [-0.81, 2.81, -1.78], [-1.13, 1.39, 0.24], [5.58, -1.28, -0.06], [1.39, 1.67, -2.53], [0.15, -3.64, 3.26], [2.15, 1.71, -3.31], [-1.06, -2.66, 1.83], [-3.48, 2.89, -0.75], [1.41, -0.94, -0.17], [-2.10, 3.45, -2.36], [6.19, -0.90, -0.87], [-2.82, 4.53, -0.61], [5.42, -2.35, 2.10], [-1.56, -3.49, 3.72], [-0.14, 3.79, -0.80], [0.63, 1.31, 1.63], [-0.42, -0.52, -0.13], [-2.37, -2.32, 1.27], [-0.36, 2.07, -3.74], [-3.17, 3.77, -1.32], [6.19, -1.85, 1.05], [4.05, -2.29, 2.04], [0.53, 3.51, -3.27], [-5.60, -1.28, -0.45], [-1.50, 0.45, -1.68]]}


{"formula": "C35H33AsI2N2O5ReS", "method": "wB97M-V/def2-TZVPD", "orbital_gap_ev": [6.79, 6.65], "e_homo_ha": [-0.28630, -0.28809], "s2": 0.763, "e_above_lowest_kcal_mol": 3.8, "spin_multiplicity": 2, "lumo_ev": [-1.0, -1.2], "symbols": ["H", "C", "C", "H", "C", "H", "N", "C", "H", "C", "H", "C", "C", "H", "C", "H", "C", "C", "H", "C", "C", "H", "C", "C", "C", "C", "H", "C", "C", "As", "H", "O", "H", "C", "H", "C", "C", "I", "C", "H", "C", "C", "H", "C", "O", "C", "Re", "C", "H", "H", "C", "H", "H", "C", "C", "C", "C", "O", "C", "H", "H", "I", "C", "H", "O", "H", "N", "H", "H", "H", "C", "H", "S", "O", "H", "H", "H", "H", "H", "H"], "xyz": [[-2.83, 2.57, -5.04], [1.17, -3.97, 0.68], [-0.02, 3.41, -6.56], [-4.85, 1.86, -3.10], [0.38, 1.84, 2.13], [-1.57, 0.18, 2.74], [0.15, 0.28, -2.13], [2.56, -3.83, 0.70], [1.16, 3.62, -2.02], [-2.75, -1.82, -4.96], [1.83, 2.03, -2.26], [1.21, -2.97, -3.56], [1.76, 3.01, -2.71], [-5.39, -0.96, -3.08], [0.48, -2.00, -2.89], [-4.87, 0.89, -1.64], [2.03, 4.57, -7.43], [0.40, -2.86, 0.41], [-5.84, -2.79, -5.03], [0.20, 4.14, 1.67], [0.43, 2.43, 3.46], [1.45, 4.65, -8.35], [2.36, -2.61, -4.25], [-4.39, -0.92, -3.51], [1.14, 3.01, -4.08], [1.27, 3.86, -6.35], [-3.38, 0.19, 2.76], [-2.48, -0.29, 2.38], [0.19, 2.77, 1.13], [-1.10, 1.56, -2.89], [0.70, -4.92, 0.87], [0.40, 4.81, 4.01], [2.37, 0.72, -3.61], [2.30, -1.53, 0.18], [-5.08, -3.68, -3.72], [-4.88, -3.12, -4.64], [-4.22, 1.28, -2.43], [-2.47, -2.30, 3.00], [-3.99, -1.94, -4.35], [3.66, -1.00, -4.81], [-0.74, 2.72, -5.58], [2.77, -1.28, -4.27], [2.80, 4.08, -4.88], [-0.66, -0.66, -5.56], [0.48, 1.89, 4.54], [-0.12, 2.45, -4.35], [0.33, 0.30, -0.22], [0.36, 3.94, 3.19], [-4.43, -3.79, -5.36], [2.31, 5.58, -7.11], [-2.27, 0.21, -3.74], [-0.51, 3.61, -7.51], [-0.43, -2.26, -2.37], [-3.57, 0.16, -3.21], [-1.89, -0.75, -4.69], [0.90, -0.67, -2.89], [2.04, -0.31, -3.60], [0.09, 5.18, 1.08], [1.82, 3.67, -5.09], [2.76, 3.44, -2.75], [0.88, -4.00, -3.55], [-2.52, 0.01, 0.27], [3.14, -2.60, 0.45], [-2.43, -2.56, -5.69], [0.42, 0.56, 1.78], [-0.98, -0.61, -6.61], [0.96, -1.67, 0.17], [2.96, 4.04, -7.67], [-0.06, 0.22, -5.36], [-0.68, -2.90, 0.37], [-2.18, 2.39, -5.89], [3.18, -4.69, 0.91], [2.69, 0.13, -0.20], [0.03, 2.37, -0.09], [4.21, -2.46, 0.46], [-0.03, -1.54, -5.46], [-2.31, 1.35, -6.20], [2.94, -3.36, -4.78], [-2.53, 3.02, -6.71], [-3.51, 1.97, -1.97]]}


{"formula": "C4H10O", "method": "wB97M-V/def2-TZVPD", "orbital_gap_ev": 10.75, "e_homo_ha": -0.35798, "e_above_lowest_kcal_mol": 45.0, "smiles": "C=CCCO.[H][H]", "lumo_ev": 1.0, "symbols": ["C", "C", "C", "H", "H", "H", "O", "H", "H", "H", "H", "H", "H", "C", "H"], "xyz": [[0.52, 0.67, 0.34], [0.99, -1.73, 0.91], [-0.74, 1.25, -0.28], [-0.54, -0.61, 1.79], [-1.22, 2.91, -1.17], [0.78, -2.63, 1.48], [-0.42, 2.54, -0.77], [1.81, -1.77, 0.20], [-0.58, -1.79, -1.44], [-1.11, 0.59, -1.08], [-1.53, 1.31, 0.49], [0.92, 1.42, 1.03], [1.28, 0.52, -0.45], [0.27, -0.62, 1.07], [-0.43, -2.07, -2.12]]}


| no. | total energy (Ha) |
| --- | --- |
| 1 | -6515.2904 |
| 2 | -971.3926 |
| 3 | -1410.6359 |
| 4 | -8825.5783 |
| 5 | -5597.7296 |
| 6 | -1493.4699 |
| 7 | -5146.8721 |
| 8 | -233.5732 |